Computed, not measured: C23H20BrF4O2PPdSe2 as an isolated structure, with ωB97M-V/def2-TZVPD.

The HOMO energy (spin up / spin down) is -7.097 / -7.344 eV. Its total energy is -252642.9312 eV. As for the expectation value of S²: 2.01. The spin multiplicity is 3. As for the total charge: 0. The HOMO-LUMO gap (spin up / spin down) comes out at 7.04 / 6.02 eV. The value obtained for the molar mass is 779.62 g/mol.

```
54
Properties=species:S:1:pos:R:3:forces:R:3
C 3.3504 1.3807 0.8357 -0.01 0.08 -0.02
F 5.4151 0.7860 -1.2008 0.04 -0.04 0.06
C -3.0953 -0.6180 4.3758 -0.07 -0.03 0.03
H 0.3162 -0.1651 -1.9158 0.02 -0.01 -0.03
C 4.2950 3.2091 2.7071 0.00 -0.01 -0.01
H -3.2177 -1.0656 1.6029 0.01 0.01 -0.03
C 1.3395 2.1301 -4.1828 -0.02 0.00 -0.01
H 4.6627 3.9196 3.4353 0.00 0.00 0.00
C 4.7900 1.9123 2.6898 0.00 0.01 0.01
C 6.0052 -2.7405 -1.4102 0.00 -0.04 0.01
C 3.7532 -2.3748 -0.6776 -0.16 0.09 0.02
H -0.9150 -3.6543 4.4810 0.03 0.02 0.01
H 1.0331 2.5806 -5.1179 0.00 0.00 -0.01
F 6.9870 -3.5710 -1.7375 -0.03 0.03 0.01
Se 0.9995 -0.4410 3.2230 0.15 0.02 0.31
H 3.1183 3.3211 -4.0178 0.01 0.00 0.00
Pd 0.9415 -0.9684 0.8768 -0.24 -0.38 0.12
C -1.6567 -2.3173 3.2627 0.00 -0.04 0.06
H -3.0272 0.6046 2.1405 0.04 0.02 -0.01
P 2.5606 0.1503 -0.2288 0.06 0.20 0.01
C 5.1688 -0.5229 -1.1115 0.09 -0.02 -0.03
H -0.3673 0.8334 -4.0674 -0.01 0.00 -0.01
C 0.9426 0.5802 -2.3931 0.00 0.03 0.00
H -0.9652 1.0564 3.6218 -0.02 -0.02 0.00
H -3.2287 0.4595 4.5336 0.00 0.00 0.00
C 6.2071 -1.3748 -1.4561 -0.04 0.00 0.01
H 2.9195 4.5926 1.8138 0.00 0.01 0.00
C 3.9297 -0.9881 -0.6989 0.01 -0.07 -0.09
C 2.8436 2.6762 0.8661 0.00 0.05 0.00
C 4.7691 -3.2401 -1.0264 0.15 0.02 -0.05
C -2.4985 -0.3394 1.9861 -0.07 -0.02 0.17
C 2.5129 2.5469 -3.5653 -0.01 -0.01 0.00
C 4.3152 0.9997 1.7634 0.02 -0.04 -0.02
Se -1.2692 -0.0041 0.4988 -0.04 0.14 -0.24
F 4.6016 -4.5602 -1.0080 -0.02 0.01 0.00
H -2.5810 -2.8588 3.0349 0.01 0.00 -0.01
H -0.9260 -2.4968 2.4674 -0.05 -0.01 0.01
C -1.9742 -0.8329 3.3397 -0.01 0.03 -0.07
O -1.1350 -2.7203 4.5249 -0.04 -0.04 -0.02
O -4.3300 -1.2307 4.0311 0.02 0.02 -0.03
C 3.3199 3.5876 1.7966 0.01 -0.02 0.01
C 2.1253 0.9828 -1.7766 0.01 0.04 -0.11
C 2.9081 1.9754 -2.3679 0.02 0.03 0.02
H 3.8172 2.3084 -1.8854 -0.04 0.02 -0.02
H 5.5408 1.6062 3.4059 0.01 0.00 0.01
F 7.3850 -0.8897 -1.8331 -0.03 -0.01 0.01
H -0.7153 -0.0976 4.9285 0.03 -0.02 0.00
Br 2.0920 -3.1657 -0.2157 0.16 -0.09 0.02
H -2.7965 -1.0667 5.3220 0.03 0.00 -0.01
C -0.7931 0.0020 3.8448 -0.01 0.09 -0.06
H 2.0674 2.9783 0.1736 0.00 -0.03 -0.01
C 0.5543 1.1497 -3.5978 0.02 0.00 0.01
H 4.6916 -0.0171 1.7763 -0.01 0.00 -0.01
H -4.7243 -0.7372 3.3056 -0.01 -0.01 0.01
```
Positions in Å, forces in eV/Å.

These are the Mulliken partial charges, in e, on atoms 1 to 2:
1. C 0.528
2. F -0.383